Formula: C78H113BF4N10O14
Source: OMol25
Level of theory: ωB97M-V/def2-TZVPD

The geometry in XYZ format:
```
220
Properties=species:S:1:pos:R:3:forces:R:3
C 7.10739 1.10104 -1.63890 1.1727 0.4083 -0.7043
C 5.66256 1.50186 -1.64532 -1.2626 0.6969 1.4800
C 5.38674 2.63566 -0.56106 -0.5645 -1.0602 -0.6428
N 4.05000 3.40091 -0.81879 0.2331 -0.2450 1.7447
C 2.79540 2.43485 -0.81058 0.7619 0.4793 -1.1711
C 4.18652 4.15801 -2.12331 -1.3358 0.1665 0.7234
C 3.26223 5.40785 -1.92811 1.3808 -0.2242 0.5047
C 3.58417 5.84317 -0.44771 0.6747 -0.6561 -0.9599
C 3.75904 4.49906 0.24694 -0.8675 -0.0745 0.5752
H 7.29583 0.12386 -2.08355 -0.2459 -0.0340 0.0927
H 7.64914 1.15118 -0.69439 -0.4667 -0.1672 0.3383
H 7.64336 1.80854 -2.27156 0.1989 0.0505 -0.1298
H 5.03227 0.65230 -1.38250 -0.0747 -0.0572 0.0509
H 5.32790 1.80210 -2.63828 0.1541 0.0776 0.0455
H 6.22991 3.32478 -0.51337 -0.3525 0.5034 -0.3410
H 5.34482 2.19002 0.43279 -0.4070 -0.0527 0.0388
H 1.97297 3.00679 -1.24021 -0.1135 0.2670 0.5554
H 2.56341 1.99202 0.15802 0.4292 0.7255 0.2981
H 2.89587 1.60481 -1.50990 0.7770 0.0729 -0.1738
H 3.82821 3.35219 -2.76391 0.3856 0.8491 -1.2056
H 5.22557 4.47014 -2.22845 -0.0638 -0.4085 -0.2281
H 2.25572 5.03477 -2.11745 -0.2910 0.6964 0.4242
H 3.51561 6.26520 -2.55169 -0.1475 -0.4511 -0.5124
H 2.94246 6.61830 -0.02878 -0.8770 -0.8402 0.1836
H 4.53120 6.35198 -0.26790 0.4595 0.0810 -1.2082
H 2.79153 4.25807 0.68734 0.4042 -0.4754 0.3650
H 4.56270 4.55443 0.98121 -0.2126 -0.5345 0.0580
C -3.45385 2.63380 3.05168 -0.1010 0.2606 0.3263
C -4.24755 3.22550 1.89727 -0.2679 0.2467 -1.1430
C -3.96471 4.71394 1.69008 -0.8349 -0.5744 1.3507
N -4.80382 5.39886 0.60071 1.3023 0.0208 -2.4782
C -3.95570 5.23633 -0.69100 -0.3056 0.0897 0.2931
C -5.02506 6.88669 0.92253 -1.6827 -1.2187 0.2442
C -6.24444 7.33442 0.12384 -0.1145 -0.4098 -1.4891
C -6.99103 6.03193 -0.38577 0.2187 0.7965 1.4061
C -6.18419 4.85570 0.17830 -0.7139 -0.2167 0.3944
H -3.84844 2.96527 4.01216 -0.1422 0.1288 0.0447
H -2.41234 2.95512 3.04219 0.1327 -0.1523 -0.2181
H -3.49626 1.54587 3.10364 0.0022 0.1366 -0.3469
H -5.31547 3.02074 1.97278 0.0392 -0.0708 0.1985
H -3.93623 2.82623 0.93199 -0.0025 -0.8132 0.0790
H -2.89700 4.72902 1.47132 -0.1902 0.7712 -0.4092
H -4.15786 5.25923 2.61392 0.0330 0.1572 -0.0399
H -3.07804 5.88153 -0.65188 -0.0202 -0.1836 0.1169
H -4.54262 5.42931 -1.58899 -0.2833 0.5146 0.2517
H -3.67592 4.18842 -0.79908 0.1692 0.0081 0.4614
H -4.16165 7.52896 0.74902 0.1441 -0.5331 0.3944
H -5.42403 6.83938 1.93579 0.9588 0.3009 0.3417
H -5.89990 7.97703 -0.68637 -0.3475 0.0316 -0.1317
H -6.93723 7.89091 0.75509 0.2742 0.1471 -0.1095
H -7.22724 5.89999 -1.44166 0.5705 0.4562 -0.1020
H -7.96566 6.07122 0.10071 -0.0230 -0.3255 -0.0644
H -6.14657 4.09233 -0.59885 0.8081 -0.3639 0.3544
H -6.71313 4.39851 1.01453 0.4153 0.1613 0.2015
C -0.19455 1.15031 -4.13179 0.6307 -1.5210 0.7202
N -1.36948 1.84956 -4.54028 -2.2026 2.4531 -0.1054
C -1.99153 2.68375 -3.63531 0.2816 -1.5873 -1.2198
C -3.08775 3.37411 -4.04843 -1.4091 0.0268 0.5544
C -3.68077 3.20512 -5.28578 1.4042 -0.6989 -0.8421
C -3.07328 2.31229 -6.21503 0.4278 0.0970 1.9291
C -1.89182 1.64543 -5.79214 -0.5833 1.6285 0.3521
C -4.74633 4.18581 -5.63326 0.9205 -1.6303 0.5469
C -5.89060 4.27963 -4.84880 -0.8242 1.4643 -0.8052
C -6.80850 5.27669 -5.19933 1.9291 0.9294 -0.6712
N -6.42968 6.23009 -6.16234 1.4586 -1.9989 0.6792
C -5.26827 6.12845 -6.86583 -0.2559 -2.4108 -0.0656
C -4.42790 5.00730 -6.68273 -1.7392 1.9439 -0.4642
C -7.24180 7.35892 -6.53229 -0.9084 0.7327 1.0074
H -0.00807 1.26359 -3.06386 -0.3365 0.2095 -0.0088
H 0.73281 1.44639 -4.62215 -0.1320 -0.2619 -0.4855
H -0.53438 0.12714 -4.29224 1.1830 -0.4130 -0.0445
H -1.70168 2.64806 -2.59554 0.6308 0.2833 0.1648
H -3.66207 3.93463 -3.32567 0.3604 0.2176 0.2257
H -3.59084 2.12955 -7.14516 0.5208 -0.2005 -0.2681
H -1.23587 1.09472 -6.45004 -0.3007 -0.4075 -0.0668
H -6.03348 3.62144 -4.00453 -0.2737 -0.4215 0.1781
H -7.74056 5.42491 -4.67426 -0.0975 0.1478 -0.2158
H -5.17613 6.77853 -7.72333 0.2053 0.3914 0.2736
H -3.61426 4.76809 -7.35141 0.1729 0.4052 0.1305
H -7.53510 7.24524 -7.57592 -0.4476 0.2261 0.3117
H -6.70895 8.29294 -6.35405 0.3233 -0.1412 -0.3618
H -8.02181 7.40001 -5.77204 -0.6338 -0.0203 -0.7287
C -0.79014 -3.93572 3.93052 -0.2069 0.0117 0.6989
N 0.35478 -3.21608 4.57210 -1.2986 0.1241 0.6203
C 1.30785 -2.74206 3.80643 2.9780 0.7268 -0.5705
C 2.29492 -1.87061 4.30137 -0.3700 0.2824 0.6168
C 2.21261 -1.31015 5.60448 0.3289 -1.4647 -1.1128
C 1.19206 -1.85226 6.38174 -1.6600 0.2005 -0.6191
C 0.27193 -2.77113 5.83761 0.3725 0.9535 0.5641
C 3.23123 -0.30840 6.05090 -0.5733 1.4512 1.4105
C 4.42304 -0.09636 5.38056 0.3958 -0.8898 0.0983
C 5.31235 0.89171 5.74390 0.5525 0.7948 -0.5404
N 5.11288 1.71841 6.75067 -2.4782 -0.4239 1.1917
C 3.91300 1.60674 7.46023 1.1756 -0.7927 -1.2396
C 2.98919 0.59905 7.16358 1.0445 0.8246 -0.9104
C 6.00268 2.85091 7.01041 0.0770 0.4246 0.1474
H -1.32782 -4.50376 4.68968 0.2035 0.0655 0.1675
H -0.44952 -4.61311 3.14742 0.1094 0.5276 -0.1314
H -1.47039 -3.15828 3.58277 0.0653 -0.0747 -0.3790
H 1.42239 -3.11893 2.80082 -0.3044 0.0008 -0.2936
H 3.12574 -1.59201 3.67009 -0.1874 -0.1537 -0.4932
H 0.82085 -1.37782 7.27813 0.4893 -0.2562 0.4687
H -0.62510 -3.01237 6.38853 0.0827 -0.1993 -0.0414
H 4.83469 -0.75615 4.63114 -0.5572 -0.0306 -0.4008
H 6.17576 1.13868 5.14396 0.1438 -0.3795 -0.0827
H 3.83666 2.40136 8.18765 -0.5706 -0.3337 0.2441
H 2.07171 0.68710 7.72650 -0.1670 -0.5090 -0.1026
H 7.03737 2.53163 7.13522 -0.1241 -0.1303 -0.3965
H 5.73272 3.33754 7.94765 -0.2220 -0.1389 -0.1173
H 5.84965 3.54504 6.18406 0.3102 0.0334 -0.0673
C -3.29754 -9.42633 6.05046 0.6087 -0.0528 1.0382
N -2.35675 -8.78539 5.13235 1.5513 -0.2269 1.9445
C -1.03974 -8.56292 5.48831 -0.7231 -0.1382 -0.6458
C -0.13820 -8.10352 4.55488 -0.6518 -0.1879 -0.6781
C -0.62102 -7.69827 3.28012 -0.4996 -0.4885 0.3619
C -1.99814 -7.80967 3.04952 0.3104 -0.3344 -0.0155
C -2.82472 -8.43488 3.98380 -0.0263 2.1186 -2.6289
C 0.24546 -7.22587 2.17868 1.3799 -0.1449 -0.8305
C 0.05212 -7.73790 0.88295 0.0079 0.5814 -0.1035
C 0.80256 -7.28037 -0.22033 0.6044 2.0461 2.3093
N 1.75578 -6.30859 0.06647 -0.2233 -1.2448 -0.2858
C 2.08868 -5.94849 1.32713 -0.1883 -0.0886 -0.7559
C 1.36076 -6.38365 2.38476 -1.0577 -0.9733 0.6592
C 2.51572 -5.66565 -1.02223 -0.6783 0.4401 -1.0818
H -3.83113 -10.23663 5.55369 0.0697 0.2084 0.0051
H -3.96441 -8.66183 6.44913 -0.0911 -0.2292 0.0136
H -2.66014 -9.82937 6.83746 -0.5349 -0.1522 0.1966
H -0.78938 -8.73777 6.52424 0.0628 -0.4397 -0.1010
H 0.92140 -8.20564 4.73710 0.0649 0.5044 0.2805
H -2.39150 -7.46709 2.10384 -0.2107 0.0777 -0.0363
H -3.89640 -8.46282 3.85290 -0.0297 -0.4660 -0.2123
H -0.74137 -8.46083 0.76403 0.0649 -0.0281 -0.4699
H 0.63539 -7.51104 -1.26208 -0.0129 -0.1949 -0.3395
H 2.95632 -5.32584 1.48809 0.3988 0.3564 -0.3707
H 1.69917 -6.11175 3.37368 -0.1548 0.1750 0.1175
H 3.56200 -5.96128 -1.09981 -0.1722 -0.2276 0.4181
H 2.44450 -4.58191 -0.92986 0.1059 -0.0327 0.5738
H 1.97960 -5.86600 -1.94987 0.1422 -0.4671 -0.0963
C 1.41185 -4.96490 -5.77537 0.0188 0.7825 -0.3884
N 1.17731 -4.02482 -4.65795 0.6931 -0.0391 0.7873
C 2.16389 -3.16516 -4.39802 0.9050 0.5741 1.2932
C 2.11637 -2.34396 -3.28156 -0.6364 0.1412 0.3750
C 1.00555 -2.37094 -2.41837 0.5714 -0.2753 -2.0260
C -0.00965 -3.24880 -2.75986 -0.6743 -0.0466 0.6937
C 0.14234 -4.08950 -3.80896 -0.4593 -1.2004 -1.9222
C 0.90264 -1.46475 -1.30718 -0.0533 0.6222 2.2261
C -0.30723 -0.83876 -0.98162 0.8894 -0.0958 1.3004
C -0.39532 -0.14453 0.22329 -0.1728 -0.1269 0.1787
N 0.63630 0.01181 1.13662 -0.3147 -1.6888 -3.9955
C 1.81222 -0.56208 0.80267 0.5022 -0.2986 -2.0559
C 1.96738 -1.32174 -0.40563 -0.9450 0.9780 0.8799
C 0.42878 0.83019 2.27544 -0.2322 0.5943 1.7416
H 1.77715 -4.27709 -6.53799 0.2684 -0.4878 -0.3119
H 0.50337 -5.43881 -6.14711 0.0274 -0.2113 0.6005
H 2.18068 -5.65983 -5.43763 -0.3298 -0.1934 -0.2547
H 3.09976 -3.18337 -4.93674 -0.3611 0.0651 -0.7347
H 2.88260 -1.60260 -3.10932 0.2697 -0.0499 -0.2674
H -0.94761 -3.37723 -2.24013 0.1518 0.1661 0.4982
H -0.55844 -4.85729 -4.10187 -0.3325 -0.1727 0.2935
H -1.18587 -1.05256 -1.57211 -0.2051 0.4227 0.0722
H -1.34658 0.28105 0.50682 0.0891 0.1715 0.2035
H 2.70427 -0.26039 1.33147 -0.0815 -0.3020 0.7199
H 2.89249 -1.82604 -0.64280 0.2563 0.1874 0.4983
H -0.61468 0.71857 2.57012 0.0523 0.2398 0.0927
H 0.69472 1.86865 2.07798 -0.1808 -0.1226 -0.1752
H 1.07054 0.48888 3.08770 -0.0231 0.0091 -0.1167
B -2.57099 -0.48047 4.67503 -0.6569 1.7243 0.2742
F -2.16433 -1.42223 5.58752 1.4038 -1.4880 0.6813
F -3.89421 -0.28971 4.89297 -1.8394 0.7642 0.6741
F -1.82663 0.71570 4.83198 0.4339 0.0841 0.4069
F -2.47009 -0.82470 3.36480 1.1854 -1.3630 -2.0533
C 2.34377 3.69577 3.59837 0.3951 0.4234 0.0238
C 3.57165 2.83516 3.26944 0.2108 -0.9149 0.5603
O 4.68879 3.19505 3.73043 -0.4109 -0.0756 -0.0992
O 3.34408 1.74793 2.65512 0.0908 0.4238 -0.1901
H 1.78570 3.98812 2.70887 0.0346 -0.1475 0.0024
H 2.66284 4.59895 4.11855 -0.0562 0.0307 -0.0210
H 1.66315 3.15047 4.25220 -0.0390 -0.1526 -0.0419
C -0.30243 4.76853 1.22383 -0.6361 0.5315 -0.1545
C -0.67348 3.96409 -0.04780 0.3469 -0.8062 3.9438
O -0.96365 2.76790 0.05528 -0.3775 -1.8936 0.1919
O -0.66437 4.63083 -1.03282 -0.0248 2.6695 -4.8071
H -0.95303 5.64305 1.22836 -0.4119 0.0647 0.0048
H 0.63796 5.28972 1.04456 0.4627 -0.5226 0.4135
H -0.45440 4.28110 2.18687 0.5664 -0.1722 -0.1007
C -3.95995 0.34664 -1.19480 0.0021 0.4399 -0.5777
C -5.30657 1.10879 -1.29802 -2.7717 -0.8573 2.4483
O -5.49600 1.80695 -2.30759 1.0477 1.5032 -2.1592
O -6.20851 1.03099 -0.38839 2.4893 -0.3236 -0.8491
H -3.20719 1.13244 -1.25803 0.3623 0.2384 0.9408
H -3.67428 -0.16531 -2.11371 -0.7459 -0.4349 -0.3473
H -3.83806 -0.35642 -0.37084 -0.0950 0.4383 0.1815
C -2.66788 -3.10491 0.23409 -0.3260 0.1616 0.9061
C -1.45626 -4.02966 0.20257 -0.3815 0.7139 -0.0237
O -1.60523 -5.18547 -0.18150 -0.4308 -1.8143 -0.6618
O -0.39928 -3.56553 0.66384 1.7375 0.8446 0.7856
H -2.43103 -2.19826 0.79087 0.0449 0.1179 -0.1596
H -3.36179 -3.65286 0.87155 -0.4360 0.0780 -0.1248
H -3.20180 -2.84529 -0.68004 0.2593 -0.3326 -0.2184
C 0.34204 -9.56393 -4.94987 -0.2591 0.2635 -0.0346
C 0.00985 -8.07063 -4.71664 0.4643 0.3430 0.9374
O -0.90492 -7.48238 -5.28484 -1.0036 -0.0588 -1.4246
O 0.70046 -7.48604 -3.82298 1.0191 -0.0785 0.7906
H -0.55497 -10.16709 -4.80965 -0.0660 0.0347 0.5067
H 1.14034 -9.80938 -4.24947 -0.1742 -0.3297 -0.1248
H 0.62008 -9.85953 -5.96153 0.2968 0.5715 -0.1543
C 5.35696 0.56575 -5.43645 1.8756 -0.1809 -1.1021
C 3.98376 -0.01160 -5.37496 1.1081 1.6403 1.5422
O 3.33657 0.54172 -4.45536 -2.3219 0.4161 1.2001
O 3.70489 -0.97182 -6.05682 -1.1397 -1.9088 -1.3756
H 5.99241 -0.26930 -5.73141 0.5086 -0.0095 0.4398
H 5.64845 1.03302 -4.49581 0.0802 -0.2424 -0.1451
H 5.56965 1.27288 -6.23823 -0.5412 0.2743 -0.1021
C 5.50381 -3.03865 -0.29174 1.5154 0.9995 0.0454
C 4.89456 -3.56211 0.99969 -0.4431 -2.0652 -0.7047
O 4.01152 -2.90389 1.60395 -0.2029 0.5754 0.3666
O 5.21225 -4.77166 1.21895 -0.5739 0.9757 0.4245
H 4.83738 -3.05759 -1.15407 -0.0950 -0.4125 0.0258
H 6.44166 -3.56786 -0.46048 -0.4279 -0.6078 -0.4369
H 5.90586 -2.02582 -0.26628 -0.5650 0.5667 0.4252
```
Positions in Å, forces in eV/Å.

Total charge: +2
Calculated total energy (eV): -137815.280

These are the Löwdin partial charges, in e, on atoms 1 to 2: C -0.105; C -0.224